No. 1
A single C19H21NO4 molecule, computed with ωB97M-V/def2-TZVPD.

ΔE to the lowest compared entry with this formula, charge and spin in kJ/mol: 97.35
Frontier orbital gap in eV: 8.953
SMILES string: COc1cc(Cn2c(=O)oc3ccc(C)cc32)ccc1OC(C)C

```
45
Properties=species:S:1:pos:R:3:mulliken_charge:R:1
O -0.945 -2.370 -3.409 -0.47
O 0.424 -0.946 -4.529 -0.61
O 2.357 1.835 2.281 -0.50
O -0.219 3.264 1.976 -0.52
N 0.615 -1.281 -2.259 0.08
C -1.943 -3.594 -1.495 -1.02
C -1.362 3.691 3.999 -1.52
C -0.084 -2.047 -1.350 0.84
C -0.999 2.615 2.982 0.77
C -0.371 2.259 -0.180 -0.30
C 0.019 -2.213 0.018 -0.74
C 1.679 -0.349 -1.977 -1.14
C 1.236 0.662 -0.952 0.43
C -1.832 -3.756 -0.122 -0.53
C 2.370 3.021 3.051 -0.80
C -2.254 1.958 2.408 -1.49
C -1.055 -2.728 -2.092 0.76
C 0.317 2.423 1.019 0.27
C 1.952 0.853 0.214 -0.56
C 1.529 1.743 1.202 0.14
C 0.077 1.400 -1.161 -0.33
C -0.875 -3.081 0.634 0.65
C -0.804 -3.307 2.115 -1.68
C 0.071 -1.472 -3.510 0.42
H -2.689 -4.116 -2.071 0.43
H 0.762 -1.679 0.588 0.49
H -2.830 1.511 3.214 0.45
H 2.873 0.318 0.393 0.39
H -1.911 3.253 4.827 0.41
H 1.920 0.133 -2.930 0.39
H 3.362 3.066 3.502 0.32
H -0.476 1.288 -2.081 0.49
H 2.208 3.904 2.431 0.35
H -0.387 1.834 3.465 0.30
H -1.991 1.180 1.695 0.35
H 1.620 2.995 3.845 0.23
H -1.796 -3.252 2.558 0.40
H -2.868 2.703 1.907 0.34
H -2.513 -4.426 0.381 0.41
H -0.164 -2.569 2.590 0.31
H -1.280 2.824 -0.320 0.47
H 2.559 -0.895 -1.620 0.30
H -1.977 4.449 3.521 0.35
H -0.464 4.171 4.381 0.36
H -0.401 -4.298 2.324 0.35
```

No. 2
C11H16FInO2 as an isolated structure in a non-equilibrium geometry, computed with ωB97M-V/def2-TZVPD.

Frontier orbital gap in eV: 1.405
Total charge: +2

```
31
Properties=species:S:1:pos:R:3:mulliken_charge:R:1
In -3.431 -1.929 3.622 1.00
F 3.492 -1.391 4.502 -0.24
O -0.048 -2.662 -2.107 -0.14
O -6.555 1.412 -1.124 -0.61
C 4.624 -0.797 4.461 0.46
C 6.532 0.134 5.592 -0.43
C -6.874 1.242 -3.524 -1.01
C 5.012 -0.212 3.218 -0.25
C 5.312 -0.597 5.630 -0.28
C 0.275 -2.876 -3.408 -0.02
C 6.913 0.680 4.330 -0.23
C -7.750 3.286 -2.136 -0.88
C -6.994 1.984 -2.168 0.72
C 1.409 -1.971 -4.024 -0.89
C 6.218 0.486 3.144 -0.49
H 1.277 -0.899 -3.883 0.32
H -7.023 3.964 -1.689 0.27
H 7.666 1.448 4.432 0.35
H -7.655 0.570 -3.879 0.29
H -0.579 -2.648 -4.046 0.31
H -8.594 3.196 -1.453 0.30
H -6.649 1.968 -4.305 0.32
H 4.483 -0.330 2.283 0.37
H 1.551 -2.109 -5.096 0.37
H -6.078 0.505 -3.416 0.30
H 4.988 -1.047 6.556 0.40
H 6.629 0.927 2.249 0.38
H 2.374 -2.324 -3.660 0.30
H 0.473 -3.946 -3.463 0.32
H -8.084 3.585 -3.130 0.29
H 7.085 0.349 6.494 0.39
```

No. 3
C14H20Cl2GaN2O2PSe as an isolated structure in a non-equilibrium geometry, computed with ωB97M-V/def2-TZVPD.

ΔE to the lowest compared entry with this formula, charge and spin in kJ/mol: 0.00
Frontier orbital gap (alpha / beta) in eV: 6.117 / 5.271
Total charge: +2

```
43
Properties=species:S:1:pos:R:3:mulliken_charge:R:1
Se -0.711 -1.431 0.363 -0.04
Ga -0.267 2.273 -1.390 0.53
Cl 1.206 2.805 0.033 -0.19
Cl 1.530 -1.596 -1.442 -0.18
P 0.063 1.016 -3.581 0.78
O -2.896 0.342 -1.466 -0.22
O -1.009 -2.405 -2.271 -0.44
N -0.906 -0.499 2.981 0.25
N 1.118 -0.051 2.255 0.20
C -0.704 0.568 5.253 -0.55
C 0.029 -2.707 -1.731 0.67
C 1.948 1.155 4.344 -0.81
C 1.511 1.529 5.626 -0.52
C -0.080 -0.644 1.915 -0.01
C -0.251 0.185 4.006 0.80
C -1.768 0.524 -1.268 0.29
C 0.730 -4.016 -1.621 -1.00
C 0.206 1.246 6.072 -0.69
C 1.237 2.297 -4.145 -1.32
C -2.287 -0.939 3.051 -0.95
C -1.520 1.397 -4.399 -1.24
C 0.585 -0.491 -4.483 -1.19
C 1.029 0.481 3.554 0.29
H 1.896 0.046 1.591 0.29
H -1.374 1.575 -5.472 0.41
H -2.389 -1.672 3.855 0.38
H 1.582 -0.805 -4.153 0.38
H 1.295 2.320 -5.240 0.40
H -1.961 2.288 -3.933 0.38
H -1.721 0.338 5.545 0.45
H 0.916 3.278 -3.765 0.43
H -2.933 -0.087 3.263 0.38
H 2.194 2.056 6.288 0.41
H -0.086 1.570 7.072 0.41
H 1.682 -3.823 -2.133 0.40
H 2.947 1.360 3.946 0.41
H 0.947 -4.292 -0.576 0.25
H 0.241 -4.800 -2.198 0.36
H -0.108 -1.319 -4.290 0.27
H -2.559 -1.383 2.094 0.28
H 0.624 -0.316 -5.567 0.47
H -2.210 0.555 -4.261 0.39
H 2.226 2.073 -3.721 0.40
```

No. 4
C22H24BrIN7O3OsS as an isolated structure in a non-equilibrium geometry, computed with ωB97M-V/def2-TZVPD.

Frontier orbital gap (alpha / beta) in eV: 4.951 / 3.020
Total charge: +3
Multiplicity: 5
⟨S²⟩: 6.025

```
60
Properties=species:S:1:pos:R:3:lowdin_spin:R:1
Os 0.444 0.276 -0.087 2.97
I 3.337 3.190 -0.085 0.01
Br -6.891 0.735 -2.941 0.00
S 0.891 0.816 -2.464 0.18
O -1.586 0.505 0.472 0.06
O 0.626 -2.185 -0.223 0.13
O -1.636 -0.411 -1.501 0.17
N 0.370 2.980 0.168 0.12
N 3.064 0.001 -3.708 0.01
N -0.167 -2.858 -2.262 0.00
N 2.441 -0.207 -0.232 -0.01
N 3.060 -0.339 -1.438 0.00
N 0.755 -4.360 -0.782 0.01
N 1.019 0.204 1.877 0.04
C 2.439 0.104 -2.553 0.02
C -4.476 0.282 -1.546 0.00
C 0.394 -3.098 -1.063 0.01
C 0.551 -5.516 -1.640 0.00
C -5.792 -0.347 0.863 0.00
C -1.165 4.812 0.376 0.00
C 1.354 3.872 0.084 0.01
C 0.229 0.477 2.915 0.03
C 3.062 -0.505 0.865 0.05
C 1.947 -0.132 4.451 0.02
C 0.654 0.306 4.224 0.01
C -3.737 -0.017 -0.429 0.02
C -6.550 -0.036 -0.238 0.03
C 2.773 -0.404 3.366 0.01
C 1.166 5.243 0.130 0.00
C -5.887 0.287 -1.443 0.00
C -2.245 0.009 -0.515 0.01
C -4.393 -0.325 0.782 0.02
C -0.126 5.720 0.280 0.00
C 4.462 -0.997 0.899 0.01
C -0.873 3.462 0.313 0.01
C 2.285 -0.244 2.082 0.01
H 2.007 5.916 0.053 0.00
H 4.686 -1.499 1.836 0.00
H 0.956 -6.393 -1.145 0.00
H -7.631 -0.040 -0.191 0.00
H 1.129 -4.503 0.139 0.00
H 1.073 -5.400 -2.592 0.00
H 4.667 -1.704 0.095 0.00
H -1.657 2.723 0.391 0.00
H -0.309 6.786 0.328 0.00
H -2.189 5.136 0.499 0.00
H -0.619 -1.968 -2.394 0.00
H 2.616 0.361 -4.537 0.00
H -0.508 -5.697 -1.836 0.00
H -3.804 -0.560 1.660 0.00
H -0.448 -3.614 -2.863 0.00
H 5.154 -0.153 0.803 0.00
H -3.988 0.509 -2.485 0.00
H -0.760 0.847 2.688 0.00
H -6.279 -0.600 1.795 0.00
H 3.790 -0.726 3.534 0.00
H 4.033 -0.600 -1.457 0.00
H 3.989 -0.386 -3.819 0.00
H -0.018 0.524 5.042 0.00
H 2.314 -0.259 5.461 0.00
```

No. 5
A 2-piece molecular cluster, CH8NO overall in a non-equilibrium geometry, computed with ωB97M-V/def2-TZVPD.

ΔE to the lowest compared entry with this formula, charge and spin in kJ/mol: 24.12
Frontier orbital gap in eV: 12.882
Total charge: +1

```
11
Properties=species:S:1:pos:R:3:mulliken_charge:R:1
O -1.234 -0.947 1.276 -0.64
N 0.468 0.779 -0.045 -0.37
C 0.954 0.292 -1.376 -0.69
H 2.012 0.114 -1.316 0.33
H -1.494 -1.108 2.191 0.32
H 0.625 1.765 0.154 0.36
H -1.844 -1.497 0.767 0.32
H 0.685 1.047 -2.107 0.31
H -0.547 0.675 0.152 0.39
H 0.808 0.338 0.807 0.36
H 0.392 -0.617 -1.588 0.29
```

No. 6
C2H4I2S as an isolated structure in a non-equilibrium geometry, computed with ωB97M-V/def2-TZVPD.

ΔE to the lowest compared entry with this formula, charge and spin in kJ/mol: 367.59
Frontier orbital gap (alpha / beta) in eV: 7.705 / 7.661

```
9
Properties=species:S:1:pos:R:3:mulliken_charge:R:1
I 2.432 -0.526 -3.507 0.07
I 3.390 1.669 -0.877 0.15
S 0.525 1.818 -2.479 -0.13
C -0.257 -0.883 0.509 -0.97
C 1.815 0.791 -1.909 -0.26
H 0.627 -0.585 0.892 0.33
H -0.972 -0.155 0.463 0.32
H -0.368 -1.889 0.445 0.34
H 0.397 2.693 -1.302 0.15
```

No. 7
C20H23CoN3O6P as an isolated structure, computed with ωB97M-V/def2-TZVPD.

ΔE to the lowest compared entry with this formula, charge and spin in kJ/mol: 6.06
Frontier orbital gap (alpha / beta) in eV: 7.275 / 7.255
Total charge: -1
Multiplicity: 4
⟨S²⟩: 3.762

```
54
Properties=species:S:1:pos:R:3:lowdin_spin:R:1
Co 0.565 -1.564 -0.742 2.68
P 0.112 0.963 -0.785 0.04
O -0.215 -2.109 2.173 0.00
O -1.122 -0.104 -4.263 0.01
O -0.023 -5.688 -0.433 0.01
O 0.769 -3.607 -0.707 0.05
O 3.293 -0.637 -1.410 0.02
O -0.233 -1.220 -2.540 0.04
N -1.612 -2.442 -0.472 0.03
N 0.735 -1.586 1.296 0.03
N 2.553 -1.100 -0.494 0.05
C -0.359 4.948 0.302 0.00
C 1.962 -1.621 1.704 0.01
C 1.640 3.272 -0.622 0.00
C 2.334 -2.048 3.088 0.00
C -0.481 -0.162 -3.221 0.00
C 0.901 5.461 0.040 0.00
C 2.960 -1.194 0.757 0.00
C 0.367 2.750 -0.387 0.02
C -1.580 -3.905 -0.331 0.00
C -4.007 0.542 -0.784 0.00
C -3.198 0.292 1.464 0.00
C 1.902 4.617 -0.420 0.00
C -2.714 0.782 -1.232 0.00
C -1.652 0.765 -0.334 0.00
C -0.144 -4.467 -0.509 0.00
C -0.626 3.601 0.094 0.00
C -4.254 0.300 0.559 0.00
C 0.072 1.143 -2.614 0.00
C 4.376 -0.884 1.153 0.00
C -1.907 0.512 1.016 0.00
H 1.113 1.248 -2.931 0.00
H -1.900 -4.188 0.674 0.00
H -1.144 5.598 0.670 0.00
H 4.923 -1.797 1.404 0.00
H 1.544 -2.668 3.503 0.00
H -1.538 -2.192 -1.457 0.00
H -1.617 3.218 0.295 0.00
H -4.829 0.546 -1.490 0.00
H 2.430 2.613 -0.970 0.00
H -0.493 2.013 -2.945 0.00
H -0.939 -2.295 1.558 0.00
H 3.273 -2.599 3.078 0.00
H 1.102 6.514 0.195 0.00
H 4.425 -0.206 2.008 0.00
H 2.892 5.013 -0.616 0.00
H -3.383 0.104 2.514 0.00
H -5.262 0.105 0.902 0.00
H 2.458 -1.171 3.728 0.00
H -2.489 -2.053 -0.140 0.00
H -2.227 -4.428 -1.040 0.00
H -1.071 0.466 1.706 0.00
H -2.543 0.962 -2.287 0.00
H 4.860 -0.418 0.296 0.00
```

No. 8
C33H41BiN5O5S as an isolated structure in a non-equilibrium geometry, computed with ωB97M-V/def2-TZVPD.

ΔE to the lowest compared entry with this formula, charge and spin in kJ/mol: 97.42
Frontier orbital gap in eV: 5.293
Total charge: -1

```
86
Properties=species:S:1:pos:R:3:mulliken_charge:R:1
Bi 0.068 -0.646 -0.405 2.60
S 4.848 -0.647 -0.013 -0.49
O 0.521 1.789 0.882 0.22
O 2.014 -2.108 0.210 -0.67
O -1.873 -0.036 0.649 -0.60
O 1.148 -0.942 1.866 -0.77
O 0.498 1.309 -2.035 -0.78
N -1.696 -0.345 -2.234 0.49
N 1.855 2.970 2.339 0.05
N 0.942 -1.897 -2.607 0.89
N -1.036 -2.715 -0.140 0.27
N -0.472 3.205 2.356 0.47
C -0.027 -4.167 -1.896 -0.73
C 2.121 -1.568 1.356 1.14
C -4.614 -2.434 0.473 -0.80
C -0.822 4.615 -1.424 -0.39
C 3.396 -1.732 2.117 -0.35
C -5.692 -1.601 0.628 -0.83
C -2.214 4.406 -1.552 -1.05
C 1.105 -3.362 -2.541 -1.18
C -0.218 -3.915 -0.394 -1.03
C -3.294 -1.944 0.421 0.93
C -0.351 2.251 -1.855 0.26
C -1.778 3.044 1.748 -0.41
C -1.195 -1.881 -4.076 -1.13
C -4.185 0.290 0.734 -0.45
C -2.659 3.143 -1.838 -0.31
C -2.254 -2.910 0.201 -0.66
C -2.181 -1.504 -2.957 -0.79
C -2.297 0.777 -2.371 -0.91
C 5.779 -1.659 2.359 -0.61
C 0.252 -1.449 -3.835 -1.33
C 4.429 -2.533 4.158 -0.67
C 2.302 -1.283 -2.656 -1.20
C 2.225 4.357 2.091 -1.11
C 3.302 -2.272 3.397 -0.43
C 0.615 2.593 1.799 0.02
C 2.940 2.039 2.010 -0.75
C -0.449 3.896 3.628 -1.28
C -1.774 2.054 -1.964 0.61
C -3.046 -0.552 0.592 0.36
C 0.072 3.592 -1.588 -0.47
C 4.651 -1.384 1.549 0.37
C -5.458 -0.219 0.751 -0.69
C 5.676 -2.222 3.618 -0.44
H 4.338 -2.962 5.149 0.37
H 2.316 -2.487 3.801 0.33
H 2.647 4.480 1.084 0.30
H 2.847 -1.661 -3.531 0.42
H -0.976 -4.014 -2.417 0.23
H -2.268 -2.337 -2.264 -0.05
H -6.698 -1.998 0.652 0.38
H 0.846 -1.775 -4.701 0.57
H 2.868 -1.511 -1.752 0.16
H -3.271 0.785 -2.878 0.20
H 1.275 -3.745 -3.557 0.53
H -0.645 4.967 3.506 0.35
H 0.757 -3.763 0.064 0.06
H -3.723 2.958 -1.963 0.36
H 3.243 2.092 0.963 0.35
H -4.004 1.354 0.832 0.31
H 0.278 -0.361 -3.804 0.42
H -2.468 2.583 2.461 0.48
H 2.206 -0.201 -2.733 0.26
H -6.297 0.457 0.869 0.45
H 0.513 3.759 4.110 0.37
H -0.694 -4.781 0.072 0.63
H -1.691 2.396 0.881 -0.68
H 1.140 3.749 -1.493 0.49
H 6.749 -1.404 1.950 0.37
H -1.230 3.485 4.277 0.36
H -2.567 -3.954 0.298 0.19
H 1.360 5.014 2.179 0.39
H -1.268 -2.953 -4.281 0.40
H 0.232 -5.221 -2.023 0.53
H -3.179 -1.329 -3.378 0.59
H 3.799 2.276 2.639 0.33
H 2.622 1.022 2.214 0.04
H -2.181 4.014 1.441 0.37
H -0.455 5.610 -1.198 0.39
H -4.767 -3.504 0.367 0.35
H 2.978 4.672 2.817 0.32
H -1.489 -1.365 -4.994 0.47
H 2.010 -3.554 -1.962 0.55
H -2.908 5.229 -1.438 0.38
H 6.577 -2.428 4.187 0.34
```

Which DFT total energy belongs to each record? In order, -29724.2960 -23629.0636 -173957.4229 -131196.6738 -4697.7944 -29170.8080 -84786.0251 -69252.6840 eV.